This record from the Open Molecules 2025 dataset describes a 7-piece molecular cluster, C43H90FN3O12P overall at a distorted geometry. The level of theory is ωB97M-V with the def2-TZVPD basis set.

XYZ file:
```
150
Properties=species:S:1:pos:R:3:forces:R:3
C -1.1664 2.9962 -0.9676 -0.109 0.267 -0.405
C -0.8314 3.8390 -2.1932 0.109 -0.422 0.343
O 0.6077 3.8229 -2.4169 0.182 -0.961 0.569
P 1.0550 2.8509 -3.6030 -0.013 0.666 -1.567
O 0.5803 3.3594 -4.8763 -0.534 0.085 -1.095
C 0.4555 1.1657 -3.3808 0.465 -0.154 1.034
C 0.8715 0.5145 -2.0474 0.150 0.395 -0.274
C 2.0968 -0.3476 -2.2698 -1.036 0.228 0.019
N 2.5050 -1.0562 -1.0253 1.376 0.868 -0.234
C 3.0973 -0.0459 -0.0774 -0.439 -0.114 0.245
O 2.4712 0.0048 1.1601 0.490 -0.599 0.453
O 1.1335 0.3918 0.9495 -0.597 0.290 -0.024
C 3.5058 -1.9876 -1.2940 -0.689 0.290 -0.190
N 4.2714 -1.7928 -2.4504 -0.028 -0.420 -0.043
N 3.6937 -2.9969 -0.5071 0.028 -0.095 0.013
C 4.7391 -3.9871 -0.8230 0.226 0.203 0.483
C 6.0857 -3.5929 -0.2175 0.279 0.053 -0.268
F 6.4558 -4.4795 0.7623 -0.008 -0.090 0.170
C 2.8477 -3.2480 0.6849 -0.217 -0.953 0.409
C 3.5665 -3.9114 1.8555 0.240 0.613 0.067
C 4.3907 -2.9662 2.7331 -0.326 -0.880 0.537
C 3.5240 -2.1137 3.6558 0.489 0.496 -0.461
C 4.2637 -1.5600 4.8689 -0.434 0.647 -0.292
C 5.5857 -0.8721 4.5363 0.349 -0.601 -0.004
C 6.8022 -1.8054 4.6128 -0.401 0.909 0.513
O 7.9430 -1.0267 4.9182 0.099 -0.255 -0.619
C 9.1233 -1.3453 4.1910 0.038 0.290 0.690
O 2.6563 2.7913 -3.5861 -0.526 -0.030 1.566
C 3.3186 3.5096 -2.5095 1.083 -0.015 -0.501
C 4.8039 3.1679 -2.5192 -0.313 -0.260 0.375
H -0.2756 2.9488 -0.3605 0.145 -0.127 0.422
H -1.9703 3.4364 -0.3916 -0.139 0.155 0.131
H -1.4903 2.0008 -1.2477 0.097 -0.307 0.025
H -1.3123 3.4504 -3.0807 -0.266 0.132 -0.287
H -1.1344 4.8634 -2.0546 0.173 0.418 -0.052
H 0.8670 0.6009 -4.2087 -0.055 -0.003 -0.416
H -0.6218 1.1656 -3.4784 -0.223 0.140 -0.187
H 1.1372 1.3176 -1.3733 -0.156 0.069 0.478
H 0.0494 -0.0329 -1.6038 -0.105 -0.228 0.115
H 1.8365 -1.0572 -3.0454 0.207 -0.421 -0.028
H 2.8701 0.3065 -2.6511 0.440 -0.063 -0.111
H 4.1319 -0.2982 0.1364 0.172 -0.036 0.331
H 3.0928 0.9485 -0.5128 -0.194 0.024 -0.466
H 0.6331 -0.3634 1.3002 0.125 0.095 -0.040
H 4.2071 -2.5880 -3.0762 0.272 0.113 -0.157
H 5.2379 -1.5766 -2.2308 0.032 -0.019 -0.181
H 4.4447 -4.9349 -0.4037 -0.158 -0.244 0.135
H 4.8346 -4.1359 -1.8850 -0.163 0.117 -0.290
H 6.8671 -3.5869 -0.9713 0.135 -0.166 -0.157
H 6.0528 -2.5941 0.2105 -0.107 0.140 0.168
H 2.3718 -2.3547 1.0424 0.101 0.562 -0.186
H 2.0441 -3.9075 0.3677 -0.091 -0.166 -0.335
H 2.7832 -4.2934 2.4972 -0.307 -0.242 0.050
H 4.1611 -4.7702 1.5701 0.027 -0.125 -0.186
H 4.9754 -3.6168 3.3776 0.317 -0.141 0.040
H 5.1093 -2.3819 2.1670 0.045 0.253 -0.126
H 2.6336 -2.6579 3.9529 -0.125 -0.242 0.168
H 3.1838 -1.2513 3.0925 -0.268 0.206 -0.138
H 3.6137 -0.7900 5.2725 -0.203 0.066 0.271
H 4.3703 -2.2938 5.6603 0.225 -0.298 0.061
H 5.5691 -0.4409 3.5359 -0.200 0.214 -0.128
H 5.7545 -0.0519 5.2198 0.123 0.147 0.266
H 6.6393 -2.5058 5.4308 0.030 -0.406 -0.033
H 6.8970 -2.3233 3.6638 0.323 -0.333 -0.075
H 9.9182 -1.5511 4.9025 0.157 -0.071 0.100
H 9.0145 -2.2231 3.5631 -0.152 -0.092 -0.231
H 9.4223 -0.4742 3.6153 0.029 0.026 -0.306
H 2.9172 3.2452 -1.5383 -0.497 0.006 0.040
H 3.2118 4.5682 -2.7019 -0.325 0.257 0.189
H 4.9821 2.2608 -3.0863 0.089 -0.049 -0.284
H 5.4079 3.9845 -2.8828 0.180 0.070 -0.311
H 5.1110 2.9618 -1.4991 0.240 0.041 0.224
C 1.2243 8.7392 -4.1191 -0.049 -0.185 -0.151
C 0.6317 8.0113 -2.9153 0.154 0.212 -0.061
C 1.5588 6.8144 -2.7932 -0.032 -0.068 -0.189
O 2.8444 7.2406 -3.2616 -0.037 -0.004 0.057
C 2.7155 8.5068 -3.9182 0.040 0.104 0.114
H 0.9644 9.7956 -4.1653 0.016 0.006 0.033
H 0.8915 8.2652 -5.0457 0.028 0.023 -0.012
H 0.7054 8.6335 -2.0272 -0.050 -0.001 0.035
H -0.4118 7.7271 -3.0437 0.000 -0.011 0.002
H 1.2251 5.9873 -3.4250 -0.063 0.009 0.012
H 1.6498 6.4521 -1.7659 0.053 -0.001 -0.001
H 3.1528 9.2749 -3.2711 -0.014 0.045 -0.048
H 3.2727 8.4856 -4.8551 0.035 -0.069 0.021
C -1.3519 8.6932 2.1008 -0.069 -0.133 0.000
C 0.0839 8.2426 2.3470 0.070 0.119 0.014
C 0.4373 7.5930 1.0169 -0.070 -0.090 -0.054
O -0.3111 8.2852 0.0135 -0.083 -0.049 0.274
C -1.2971 9.1155 0.6399 0.078 0.129 -0.022
H -1.6808 9.4945 2.7599 0.017 0.015 -0.007
H -2.0345 7.8489 2.2235 -0.013 0.018 0.001
H 0.7223 9.1112 2.5223 0.014 -0.017 0.002
H 0.1941 7.5643 3.1917 -0.014 -0.014 -0.008
H 0.1422 6.5367 0.9989 0.046 -0.018 0.056
H 1.5009 7.6589 0.7824 -0.011 0.015 -0.069
H -0.9810 10.1587 0.5398 -0.055 0.018 0.029
H -2.2509 8.9925 0.1264 0.035 -0.032 -0.062
C -3.0565 -1.0454 -2.9845 0.129 0.090 -0.019
C -2.7149 -2.4303 -2.4466 -0.103 -0.044 -0.023
C -2.9010 -2.2312 -0.9486 0.010 0.015 0.104
O -3.9171 -1.2423 -0.7911 0.098 0.006 -0.078
C -4.1797 -0.6154 -2.0524 -0.149 -0.117 -0.005
H -3.3512 -1.0401 -4.0323 -0.015 -0.005 0.002
H -2.1962 -0.3778 -2.8682 -0.017 0.007 -0.011
H -3.4331 -3.1622 -2.8218 0.004 -0.009 0.020
H -1.7129 -2.7725 -2.7084 0.012 0.026 -0.001
H -1.9820 -1.8543 -0.4754 0.067 -0.070 -0.040
H -3.2021 -3.1479 -0.4380 -0.019 0.026 0.045
H -5.1507 -0.9650 -2.4162 0.012 0.020 -0.049
H -4.2297 0.4655 -1.9153 -0.005 -0.008 0.077
C -7.7027 -3.6732 -0.3276 -0.112 -0.105 -0.026
C -6.2415 -4.0162 -0.0612 0.091 0.224 0.085
C -5.8440 -4.7228 -1.3457 -0.073 -0.169 -0.081
O -6.6341 -4.1480 -2.3908 -0.001 0.099 0.111
C -7.6743 -3.3468 -1.8139 0.124 0.094 -0.015
H -8.0816 -2.8543 0.2809 0.036 -0.001 0.022
H -8.3297 -4.5502 -0.1473 -0.012 0.009 -0.020
H -5.6605 -3.0968 0.0547 -0.010 -0.002 0.009
H -6.0891 -4.6306 0.8261 -0.016 -0.033 -0.019
H -6.0686 -5.7943 -1.2984 0.083 -0.019 0.052
H -4.7857 -4.6034 -1.5799 -0.006 -0.054 -0.069
H -7.4253 -2.2926 -1.9811 -0.073 0.026 0.037
H -8.6178 -3.5628 -2.3157 0.042 -0.038 -0.065
C -1.3594 -7.7885 0.3709 -0.029 -0.091 -0.091
C -0.4385 -6.7673 -0.2876 0.075 0.094 0.076
C -1.4170 -5.9767 -1.1465 -0.115 -0.092 -0.087
O -2.6694 -6.0028 -0.4627 0.128 0.019 0.023
C -2.6205 -6.9670 0.5953 -0.008 0.111 0.116
H -0.9617 -8.2122 1.2914 -0.001 0.018 0.010
H -1.5616 -8.6078 -0.3216 0.000 -0.002 0.011
H 0.0036 -6.1186 0.4751 -0.006 0.002 0.007
H 0.3698 -7.2125 -0.8671 -0.022 -0.026 -0.019
H -1.5502 -6.4427 -2.1284 0.082 0.024 -0.025
H -1.1096 -4.9386 -1.2955 -0.067 0.031 0.002
H -2.5807 -6.4294 1.5487 -0.006 -0.059 0.032
H -3.5281 -7.5694 0.5759 -0.035 0.051 -0.051
C -9.5396 -1.3313 4.5631 -0.064 -0.134 0.015
C -8.0772 -1.6636 4.8387 0.065 0.129 0.005
C -7.6729 -2.3707 3.5530 -0.061 -0.133 -0.047
O -8.4626 -1.7969 2.5081 -0.019 0.030 0.105
C -9.5068 -1.0004 3.0783 0.075 0.127 -0.038
H -9.9274 -0.5146 5.1694 0.015 0.016 -0.008
H -10.1616 -2.2117 4.7390 -0.012 0.015 -0.002
H -7.5017 -0.7427 4.9588 0.010 -0.014 0.003
H -7.9246 -2.2775 5.7250 -0.016 -0.020 -0.009
H -7.8940 -3.4427 3.6025 0.047 -0.009 0.053
H -6.6154 -2.2462 3.3147 -0.014 0.013 -0.072
H -9.2641 0.0545 2.9117 -0.059 0.018 0.030
H -10.4469 -1.2228 2.5732 0.035 -0.035 -0.057
```
Forces are in eV/Å.

Its energy above the lowest of the compared OMol25 structures with the same formula, charge and spin is 0.0 kJ/mol. The gap between HOMO and LUMO is 0.25138 Eh. Its net charge is +1.